1.
The following is a DFT calculation (ωB97M-V/def2-TZVPD) of a molecular structure, C32H27BrCl3KN3O5.

Computed properties:
Frontier orbital gap: 6.1 eV
ΔE to the lowest compared entry with this formula, charge and spin: 206.8 kJ/mol
Max |F|: 1.74 eV Å⁻¹
HOMO level: -4.42 eV
DFT total energy: -172267.81631 eV

Geometry as ORCA input:
```
! RIJCOSX wB97M-V def2-TZVPD def2/J DEFGRID3
* xyz -1 1
K -0.51102 -1.03383 -0.60120
Cl -3.99555 -6.21975 4.04553
C -3.22773 -4.89593 3.22208
C -2.66358 -5.11015 1.97501
C -2.06180 -4.05811 1.32917
Cl -1.34231 -4.28328 -0.21880
C -1.97734 -2.73617 1.86032
O -1.41633 -1.78998 1.25738
C -2.59254 -2.61126 3.13905
Cl -2.55459 -1.03585 3.84829
C -3.19286 -3.64504 3.81826
H -2.69191 -6.08842 1.52145
H -3.61990 -3.48045 4.79477
Br 1.12532 -0.83494 -8.36351
C 0.78277 -1.93568 -6.83609
C 0.81892 -3.30769 -6.99951
C 0.55323 -4.10162 -5.89654
C 0.28979 -3.52653 -4.66515
C 0.28470 -2.14609 -4.51579
C 0.52041 -1.34075 -5.61897
C 0.08039 -1.50222 -3.14460
O -1.05724 -1.10576 -2.86581
O 1.09440 -1.44348 -2.42907
H 1.05005 -3.73699 -7.96528
H 0.55924 -5.17729 -6.00312
H 0.07096 -4.15046 -3.81364
H 0.48422 -0.26697 -5.51748
C 4.01415 1.37582 1.76892
O 3.47036 2.08729 2.86529
C 2.53103 1.34419 3.57417
C 2.88466 0.20402 4.27453
C 1.92475 -0.51779 4.96187
C 0.60799 -0.09305 4.94525
C 0.24839 1.05990 4.27384
C 1.20364 1.79777 3.58274
N 0.94818 3.03417 3.00741
C -0.23424 3.60455 2.71237
C -1.39836 2.97438 2.33407
C -2.63828 3.67980 2.39968
C -3.79252 3.12030 1.96393
C -3.77333 1.82592 1.37576
C -2.61685 1.14647 1.21135
C -1.34672 1.63988 1.69537
O -0.28759 1.03536 1.54702
H 4.56773 0.48918 2.09740
H 4.69555 2.05830 1.26129
H 3.21961 1.06428 1.08146
H 3.91710 -0.11416 4.27545
H 2.21316 -1.40822 5.50290
H -0.14968 -0.66601 5.45439
H -0.77792 1.38621 4.28992
H 1.79397 3.56256 2.83094
H -0.23106 4.68998 2.77514
H -2.64162 4.66128 2.86267
H -4.73423 3.64150 2.06666
H -4.71106 1.38480 1.06498
H -2.59111 0.15923 0.78014
C 3.70586 2.01682 -3.18913
C 2.27896 1.95864 -2.76650
C 1.15871 2.59945 -3.24842
C 0.10002 2.16164 -2.42617
N 0.55268 1.33898 -1.50249
N 1.85986 1.23008 -1.71123
C -1.34548 2.48391 -2.52764
H 3.81952 2.73088 -4.00117
H 4.04427 1.03905 -3.53012
H 4.33753 2.32450 -2.35457
H 1.10786 3.28891 -4.07027
H 2.37977 0.52443 -1.21816
H -1.50297 3.40150 -3.09119
H -1.76455 2.57501 -1.52851
H -1.85740 1.66298 -3.02815
*
```


2.
The following is a DFT calculation (ωB97M-V/def2-TZVPD) of a single C20H21FN2O3 molecule.

Computed properties:
Frontier orbital gap: 8.9 eV
ΔE to the lowest compared entry with this formula, charge and spin: 90.1 kJ/mol
Max |F|: 0.61 eV Å⁻¹
HOMO level: -8.30 eV
DFT total energy: -32921.15310 eV

Geometry as ORCA input:
```
! RIJCOSX wB97M-V def2-TZVPD def2/J DEFGRID3
* xyz 0 1
O 3.87726 2.83739 -0.25282
C 2.97026 2.28905 0.33096
N 2.89597 0.96875 0.63768
C 3.78717 -0.06164 0.34947
C 5.02121 0.16265 -0.25787
C 5.87026 -0.89764 -0.51264
C 5.48110 -2.17607 -0.15800
C 4.26067 -2.42358 0.44451
C 3.41565 -1.36089 0.69603
H 2.45755 -1.53485 1.16431
H 3.98581 -3.43249 0.70825
F 6.31183 -3.21325 -0.40537
H 6.82833 -0.73966 -0.98143
H 5.30449 1.16613 -0.52757
H 2.02400 0.70858 1.09261
C 1.75356 3.05233 0.86073
N 0.60164 2.18493 1.00014
C -0.39309 2.64977 1.95072
C -1.30919 1.48071 2.30172
C -1.85395 0.83430 1.05994
C -2.97843 0.02909 1.11975
C -3.50946 -0.59019 -0.00749
C -2.86684 -0.39712 -1.23798
C -1.73428 0.40203 -1.28871
C -1.21983 1.02487 -0.16252
C -0.02139 1.92480 -0.28714
H 0.71996 1.46742 -0.94949
H -0.34385 2.87127 -0.76433
H -1.26610 0.54520 -2.25115
O -3.34838 -0.87998 -2.44385
C -3.37327 -2.28097 -2.60648
C -4.11674 -3.01186 -1.47726
H -3.41805 -3.31397 -0.69373
H -4.58645 -3.90986 -1.87700
C -5.16699 -2.09784 -0.84754
H -5.61019 -1.44242 -1.60787
O -4.63271 -1.33107 0.21482
H -5.96103 -2.68332 -0.37824
H -2.34883 -2.67069 -2.69967
H -3.88924 -2.42668 -3.55906
H -3.48904 -0.12574 2.05783
H -2.12680 1.82299 2.93794
H -0.73757 0.73762 2.86578
H 0.11431 3.00386 2.85114
H -0.98950 3.48192 1.54137
H 2.03434 3.43793 1.84588
H 1.57583 3.91818 0.20364
*
```


3.
The following is a DFT calculation (ωB97M-V/def2-TZVPD) of a molecular structure, C34H42FeN4O6PS5.

Computed properties:
Frontier orbital gap (alpha / beta): 7.2 / 7.2 eV
ΔE to the lowest compared entry with this formula, charge and spin: 73.0 kJ/mol
Max |F|: 0.60 eV Å⁻¹
HOMO level (alpha / beta): -4.77 / -4.77 eV
DFT total energy: -152043.99416 eV

Geometry as ORCA input:
```
! RIJCOSX wB97M-V def2-TZVPD def2/J DEFGRID3
* xyz -1 1
Fe -0.19305 -0.79216 0.19895
N -1.42428 2.85964 -1.29589
C -1.09819 1.53477 -1.23149
S -2.18199 0.42798 -0.43428
N 0.00505 1.16514 -1.85036
N 0.23243 -0.14538 -1.58335
C 0.59959 -0.99312 -2.48122
C 0.98915 -0.62829 -3.85899
C 0.48973 -1.31300 -4.96415
C 0.88254 -0.96043 -6.24779
C 1.78311 0.07645 -6.43976
C 2.28124 0.76773 -5.34237
C 1.88443 0.42252 -4.06101
C 0.47243 -2.38741 -2.01241
C 1.00491 -3.48353 -2.67072
C 0.79870 -4.75047 -2.14336
C 0.06303 -4.88751 -0.98399
C -0.43092 -3.74366 -0.37270
N -0.23918 -2.52964 -0.86936
H -2.01345 3.16203 -0.53665
H -0.63625 3.46231 -1.48845
H -0.22264 -2.11547 -4.81734
H 0.47927 -1.49458 -7.09907
H 2.09257 0.34922 -7.44118
H 2.97841 1.58374 -5.48642
H 2.24814 0.97119 -3.20205
H 1.59377 -3.33720 -3.56569
H 1.22962 -5.61860 -2.62687
H -0.09245 -5.85112 -0.52050
H -0.96560 -3.78748 0.56551
C 3.65910 4.83823 -2.76823
C 2.92835 4.20909 -1.61044
C 1.90956 4.88528 -0.95122
C 1.24037 4.29919 0.12021
C 1.59052 3.02706 0.53083
C 2.60934 2.33498 -0.11451
C 3.27070 2.92902 -1.17413
S 0.71060 2.20420 1.84542
O -0.44022 3.03673 2.15494
O 1.64137 2.03193 2.93642
O 0.34474 0.94359 1.18128
H 3.16812 5.75632 -3.09172
H 3.70170 4.15751 -3.62070
H 4.68755 5.08571 -2.49519
H 1.62793 5.87997 -1.28045
H 0.43442 4.81040 0.63117
H 2.85679 1.32965 0.20692
H 4.06006 2.38532 -1.68370
C -6.40184 1.86487 2.64701
C -5.06512 1.19517 2.82604
C -3.98686 1.87876 3.36922
C -2.74362 1.27000 3.50108
C -2.59864 -0.04757 3.10505
C -3.65934 -0.74693 2.54542
C -4.88522 -0.12650 2.41040
S -0.97222 -0.79547 3.19263
C -1.31274 -2.06451 4.41936
O -0.85124 -1.62338 1.94313
H -6.38090 2.89118 3.01213
H -7.18451 1.32726 3.18646
H -6.68414 1.88646 1.59282
H -4.10656 2.91452 3.66536
H -1.88127 1.82710 3.84554
H -3.50144 -1.75482 2.17832
H -5.71236 -0.65997 1.95543
H -2.18078 -2.64342 4.10924
H -1.48219 -1.58322 5.38265
H -0.42792 -2.70198 4.43933
C 5.28395 -4.93123 0.15384
C 4.10836 -4.24491 -0.52498
C 4.49659 -2.90372 -1.12336
O 2.98844 -4.19946 0.37112
P 2.60532 -3.10674 1.49641
S 1.38087 -4.00072 2.73421
S 2.10098 -1.36983 0.60421
O 4.08204 -2.85186 2.10588
C 4.39225 -2.22521 3.37328
C 4.44430 -3.28068 4.46680
C 3.48232 -1.06446 3.72740
H 6.04234 -5.18666 -0.59042
H 4.94869 -5.84564 0.64441
H 5.72636 -4.27621 0.90328
H 3.74532 -4.88937 -1.33103
H 4.82422 -2.21108 -0.34798
H 3.65844 -2.44862 -1.64928
H 5.31859 -3.06382 -1.82575
H 5.40333 -1.84589 3.20858
H 3.44690 -3.66331 4.67677
H 4.86166 -2.83867 5.37488
H 5.07743 -4.11523 4.16042
H 2.46092 -1.40973 3.89861
H 3.44448 -0.30869 2.94618
H 3.84362 -0.59818 4.64591
*
```


> Which value of max |F| does entry 2 give?

0.61 eV Å⁻¹


> Which formula does entry 1 have?

C32H27BrCl3KN3O5


What did the first record say?
The following is a DFT calculation (ωB97M-V/def2-TZVPD) of a molecular structure, C32H27BrCl3KN3O5.

Computed properties:
Frontier orbital gap: 6.1 eV
ΔE to the lowest compared entry with this formula, charge and spin: 206.8 kJ/mol
Max |F|: 1.74 eV Å⁻¹
HOMO level: -4.42 eV
DFT total energy: -172267.81631 eV

Geometry as ORCA input:
```
! RIJCOSX wB97M-V def2-TZVPD def2/J DEFGRID3
* xyz -1 1
K -0.51102 -1.03383 -0.60120
Cl -3.99555 -6.21975 4.04553
C -3.22773 -4.89593 3.22208
C -2.66358 -5.11015 1.97501
C -2.06180 -4.05811 1.32917
Cl -1.34231 -4.28328 -0.21880
C -1.97734 -2.73617 1.86032
O -1.41633 -1.78998 1.25738
C -2.59254 -2.61126 3.13905
Cl -2.55459 -1.03585 3.84829
C -3.19286 -3.64504 3.81826
H -2.69191 -6.08842 1.52145
H -3.61990 -3.48045 4.79477
Br 1.12532 -0.83494 -8.36351
C 0.78277 -1.93568 -6.83609
C 0.81892 -3.30769 -6.99951
C 0.55323 -4.10162 -5.89654
C 0.28979 -3.52653 -4.66515
C 0.28470 -2.14609 -4.51579
C 0.52041 -1.34075 -5.61897
C 0.08039 -1.50222 -3.14460
O -1.05724 -1.10576 -2.86581
O 1.09440 -1.44348 -2.42907
H 1.05005 -3.73699 -7.96528
H 0.55924 -5.17729 -6.00312
H 0.07096 -4.15046 -3.81364
H 0.48422 -0.26697 -5.51748
C 4.01415 1.37582 1.76892
O 3.47036 2.08729 2.86529
C 2.53103 1.34419 3.57417
C 2.88466 0.20402 4.27453
C 1.92475 -0.51779 4.96187
C 0.60799 -0.09305 4.94525
C 0.24839 1.05990 4.27384
C 1.20364 1.79777 3.58274
N 0.94818 3.03417 3.00741
C -0.23424 3.60455 2.71237
C -1.39836 2.97438 2.33407
C -2.63828 3.67980 2.39968
C -3.79252 3.12030 1.96393
C -3.77333 1.82592 1.37576
C -2.61685 1.14647 1.21135
C -1.34672 1.63988 1.69537
O -0.28759 1.03536 1.54702
H 4.56773 0.48918 2.09740
H 4.69555 2.05830 1.26129
H 3.21961 1.06428 1.08146
H 3.91710 -0.11416 4.27545
H 2.21316 -1.40822 5.50290
H -0.14968 -0.66601 5.45439
H -0.77792 1.38621 4.28992
H 1.79397 3.56256 2.83094
H -0.23106 4.68998 2.77514
H -2.64162 4.66128 2.86267
H -4.73423 3.64150 2.06666
H -4.71106 1.38480 1.06498
H -2.59111 0.15923 0.78014
C 3.70586 2.01682 -3.18913
C 2.27896 1.95864 -2.76650
C 1.15871 2.59945 -3.24842
C 0.10002 2.16164 -2.42617
N 0.55268 1.33898 -1.50249
N 1.85986 1.23008 -1.71123
C -1.34548 2.48391 -2.52764
H 3.81952 2.73088 -4.00117
H 4.04427 1.03905 -3.53012
H 4.33753 2.32450 -2.35457
H 1.10786 3.28891 -4.07027
H 2.37977 0.52443 -1.21816
H -1.50297 3.40150 -3.09119
H -1.76455 2.57501 -1.52851
H -1.85740 1.66298 -3.02815
*
```


> Among the records above, which one has the lowest max |F|?

C34H42FeN4O6PS5